Record 1
ORCA calculation (the ωB97M-V functional and the def2-TZVPD basis) on a 2-piece molecular cluster, C2H3I2NO2P overall.

XYZ file:
```
11
Properties=species:S:1:pos:R:3
C 1.10 -2.49 -0.63
C 1.26 0.72 0.65
N 0.20 0.34 0.32
O 2.11 -2.11 -0.28
O 0.06 -2.84 -0.90
P -1.47 1.08 0.12
I 2.32 2.82 0.01
I -4.04 1.49 0.00
H 2.03 0.35 1.36
H -1.88 -0.11 0.51
H -1.69 0.75 -1.15
```

Total charge ... -1
Spin multiplicity ... 1
Frontier orbital gap ... 0.253 Eh
Relative energy (zero: lowest compared OMol25 entry of this formula, charge and spin) ... 0.4472 eV
HOMO ... -4.201 eV

=====

Record 2
ORCA calculation (the ωB97M-V functional and the def2-TZVPD basis) on one molecule with the formula C4H9NO.

XYZ file:
```
15
Properties=species:S:1:pos:R:3
C 1.77 -0.10 -1.51
C 0.67 0.63 -0.79
N -0.08 -0.15 0.12
C -1.24 0.28 0.99
C -1.71 -1.00 1.68
O -2.95 -1.29 1.70
H 2.44 -0.74 -0.88
H 2.24 0.60 -2.26
H 1.28 -0.84 -2.21
H -0.06 1.18 -1.43
H 1.03 1.64 -0.42
H 0.62 -0.50 0.80
H -1.01 1.16 1.76
H -1.98 0.73 0.26
H -1.02 -1.60 2.19
```

Total charge ... 0
Spin multiplicity ... 1
Frontier orbital gap ... 0.364 Eh
SMILES ... CCNCC=O
Relative energy (zero: lowest compared OMol25 entry of this formula, charge and spin) ... 2.8403 eV
HOMO ... -9.086 eV

=====

Record 3
ORCA calculation (the ωB97M-V functional and the def2-TZVPD basis) on C32H60N2OP3Re as an isolated structure.

XYZ file:
```
99
Properties=species:S:1:pos:R:3
C -2.05 1.03 -2.00
C -2.36 -1.13 -1.14
C -3.17 0.90 -2.81
C -3.63 -1.20 -1.78
C -4.01 -0.21 -2.65
H -3.39 1.70 -3.51
H -4.23 -2.09 -1.60
H -4.94 -0.28 -3.22
N -1.64 0.04 -1.19
P -0.33 2.53 -0.40
P -0.09 -2.34 0.02
C -1.22 2.29 -2.01
H -0.50 2.22 -2.84
H -1.86 3.15 -2.23
C -1.76 -2.23 -0.54
H -2.42 -3.10 -0.39
C 0.54 -3.37 -1.53
C -0.29 -3.61 1.54
C 1.08 3.77 -0.94
C -1.76 3.45 0.53
C 2.07 -3.27 -1.55
H 2.53 -3.71 -0.65
H 2.46 -3.82 -2.42
H 2.38 -2.22 -1.64
C 0.08 -4.83 -1.51
H 0.48 -5.40 -0.66
H -1.01 -4.91 -1.53
H 0.45 -5.32 -2.43
C -0.02 -2.74 -2.81
H 0.36 -3.28 -3.68
H -1.12 -2.77 -2.84
H 0.29 -1.69 -2.90
C 1.05 -4.31 1.82
H 1.81 -3.61 2.17
H 0.89 -5.04 2.62
H 1.45 -4.86 0.95
C -0.70 -2.81 2.77
H 0.06 -2.07 3.05
H -1.65 -2.29 2.64
H -0.81 -3.50 3.62
C -1.39 -4.67 1.35
H -1.24 -5.32 0.49
H -1.38 -5.31 2.24
H -2.38 -4.22 1.28
C -1.27 3.65 1.97
H -2.00 4.29 2.50
H -1.21 2.69 2.51
H -0.29 4.14 2.02
C -3.05 2.62 0.53
H -3.47 2.50 -0.48
H -2.94 1.64 0.99
H -3.80 3.17 1.13
C -2.14 4.80 -0.11
H -3.14 5.08 0.27
H -1.47 5.61 0.17
H -2.22 4.75 -1.20
C 1.34 3.67 -2.44
H 0.51 4.06 -3.05
H 2.23 4.26 -2.69
H 1.55 2.63 -2.73
C 2.35 3.33 -0.21
H 2.60 2.30 -0.49
H 3.19 3.97 -0.51
H 2.23 3.41 0.87
C 0.82 5.23 -0.58
H 0.03 5.68 -1.19
H 0.60 5.37 0.49
H 1.74 5.80 -0.79
Re 0.11 0.22 0.12
C -1.05 0.23 1.63
O -1.78 0.23 2.57
N 1.46 0.43 -1.63
C 1.81 -0.18 -2.59
C 2.80 -0.17 -3.79
C 2.33 -1.19 -4.82
C 2.86 1.20 -4.47
C 4.21 -0.53 -3.32
H 2.31 -2.20 -4.39
H 1.33 -0.94 -5.17
H 3.01 -1.20 -5.68
H 3.31 1.96 -3.82
H 3.51 1.14 -5.36
H 1.87 1.52 -4.81
H 4.90 -0.56 -4.18
H 4.60 0.24 -2.63
H 4.25 -1.50 -2.83
C 3.37 1.26 1.82
P 1.88 0.17 1.57
C 2.90 -1.35 1.32
C 1.47 0.19 3.38
H 3.91 1.41 0.88
H 4.05 0.78 2.54
H 3.07 2.23 2.24
H 3.31 -1.69 2.28
H 2.32 -2.17 0.87
H 3.73 -1.12 0.64
H 0.59 -0.41 3.64
H 2.34 -0.17 3.95
H 1.26 1.23 3.66
```

Total charge ... +3
Spin multiplicity ... 4
Frontier orbital gap (spin up / spin down) ... 0.282 / 0.228 Eh
HOMO (spin up / spin down) ... -16.436 / -17.951 eV

=====

Record 4
ORCA calculation (the ωB97M-V functional and the def2-TZVPD basis) on one molecule with the formula C2H6N2S2.

XYZ file:
```
12
Properties=species:S:1:pos:R:3
C 0.42 1.72 -0.30
C -0.25 0.39 -0.09
N -1.46 0.24 -0.45
S -2.33 -1.18 -0.16
N 0.55 -0.61 0.55
S 1.13 -1.89 -0.44
H 1.28 1.64 -0.96
H -0.28 2.43 -0.74
H 0.79 2.14 0.67
H -1.54 -1.79 0.76
H 1.30 -0.22 1.09
H 0.39 -2.87 0.07
```

Total charge ... 0
Spin multiplicity ... 1
Frontier orbital gap ... 0.340 Eh
SMILES ... C/C(=N/S)NS
Relative energy (zero: lowest compared OMol25 entry of this formula, charge and spin) ... 0.9372 eV
HOMO ... -8.602 eV

=====

Record 5
ORCA calculation (the ωB97M-V functional and the def2-TZVPD basis) on a 2-piece molecular cluster, C11H11N overall.

XYZ file:
```
23
Properties=species:S:1:pos:R:3
C -2.85 -0.89 -2.84
C -1.93 -1.86 -3.20
C -0.60 -1.72 -2.77
C -0.12 -0.61 -2.01
C -1.11 0.29 -1.56
C -2.51 0.06 -1.89
H -3.86 -1.05 -3.22
H -2.35 -2.53 -3.84
H 0.05 -2.56 -3.18
H 0.86 -0.62 -1.56
H -0.94 1.15 -0.92
H -3.13 0.76 -1.35
C 2.50 0.54 3.37
C 2.47 1.84 2.93
C 1.57 2.15 1.94
N 0.72 1.32 1.47
C 0.61 0.09 2.03
C 1.43 -0.39 3.01
H 3.35 -0.01 4.03
H 3.10 2.66 3.33
H 1.49 3.22 1.53
H -0.10 -0.48 1.19
H 1.35 -1.36 3.50
```

Total charge ... 0
Spin multiplicity ... 1
Frontier orbital gap ... 0.361 Eh
SMILES ... c1ccccc1.c1ccncc1
Relative energy (zero: lowest compared OMol25 entry of this formula, charge and spin) ... 2.8292 eV
HOMO ... -8.987 eV

=====

Record 6
ORCA calculation (the ωB97M-V functional and the def2-TZVPD basis) on C32H65As3BrCl3GeN4Si2Ti as an isolated structure.

XYZ file:
```
112
Properties=species:S:1:pos:R:3
Ti 0.17 0.39 0.17
N -1.79 0.16 -1.14
C -2.45 0.62 -2.41
C -2.21 2.08 -2.77
C -0.80 2.34 -3.30
C 0.16 2.93 -2.29
N 0.17 2.23 -0.95
H -1.98 -0.83 -1.06
H -2.40 0.56 -0.42
H -3.52 0.46 -2.28
H -2.11 -0.01 -3.23
H -2.46 2.72 -1.91
H -2.94 2.33 -3.54
H -0.83 3.04 -4.14
H -0.41 1.40 -3.71
H -0.14 3.96 -2.08
H 1.17 2.97 -2.68
H 0.89 2.73 -0.42
H -0.68 2.60 -0.51
C 2.10 4.31 0.13
Si 3.00 2.84 0.89
C 4.08 3.53 2.23
C 4.15 2.12 -0.38
C 1.74 1.51 1.54
C 2.28 0.16 1.71
C 3.49 -0.24 2.29
C 3.72 -1.57 2.53
C 2.77 -2.53 2.13
C 1.65 -2.09 1.50
N 1.39 -0.77 1.31
Si 1.23 1.93 3.41
C 0.09 0.54 3.97
C 0.65 3.70 3.55
C 2.64 1.74 4.60
H 2.13 4.30 -0.96
H 1.07 4.46 0.47
H 2.65 5.20 0.44
H 4.80 4.19 1.72
H 4.65 2.79 2.79
H 3.52 4.15 2.93
H 4.98 2.83 -0.51
H 3.69 1.98 -1.37
H 4.59 1.17 -0.07
H 4.21 0.51 2.58
H 4.64 -1.89 3.02
H 2.93 -3.58 2.30
H 0.91 -2.78 1.12
H -0.45 0.04 3.17
H -0.65 0.91 4.70
H 0.71 -0.20 4.48
H 1.09 4.10 4.47
H 1.00 4.31 2.72
H -0.42 3.83 3.64
H 3.21 0.81 4.50
H 2.17 1.71 5.59
H 3.33 2.58 4.61
C -1.06 -2.93 2.95
As -1.74 -1.75 1.56
C -3.22 -1.10 2.64
C -2.90 -2.97 0.51
C -2.35 -4.04 -0.45
C -1.34 -4.95 0.29
C -1.70 -3.48 -1.72
As 0.02 -2.48 -1.57
C 0.15 -2.11 -3.48
C 1.30 -3.95 -1.59
C -3.50 -5.03 -0.80
As -4.98 -4.49 -1.95
C -5.56 -2.66 -1.81
C -4.54 -4.81 -3.79
H -1.89 -3.56 3.28
H -0.75 -2.30 3.78
H -0.23 -3.56 2.66
H -3.63 -1.95 3.18
H -3.99 -0.65 2.03
H -2.87 -0.37 3.37
H -3.60 -2.31 -0.01
H -3.47 -3.46 1.30
H -0.49 -4.36 0.63
H -0.97 -5.74 -0.36
H -1.79 -5.41 1.17
H -2.39 -2.81 -2.25
H -1.47 -4.30 -2.41
H -0.25 -2.95 -4.04
H 1.21 -2.00 -3.75
H -0.37 -1.20 -3.77
H 1.04 -4.63 -2.39
H 1.33 -4.50 -0.65
H 2.28 -3.53 -1.78
H -3.96 -5.40 0.11
H -3.11 -5.90 -1.33
H -5.81 -2.41 -0.78
H -6.44 -2.54 -2.44
H -4.74 -2.04 -2.19
H -4.09 -5.80 -3.90
H -3.84 -4.03 -4.09
H -5.44 -4.75 -4.40
Br 5.58 -0.75 -4.33
C 4.18 -0.51 -3.13
C 3.05 0.22 -3.49
C 2.05 0.36 -2.56
N 2.09 -0.14 -1.31
C 3.18 -0.85 -1.00
C 4.23 -1.06 -1.86
H 2.96 0.66 -4.47
H 1.15 0.88 -2.83
H 3.23 -1.27 -0.01
H 5.09 -1.64 -1.54
Cl -3.87 1.52 0.58
Ge -1.91 1.97 1.63
Cl -1.75 4.02 0.77
Cl -2.73 2.37 3.57
```

Total charge ... +3
Spin multiplicity ... 2
Frontier orbital gap (spin up / spin down) ... 0.260 / 0.203 Eh
Relative energy (zero: lowest compared OMol25 entry of this formula, charge and spin) ... 0.2394 eV
HOMO (spin up / spin down) ... -15.952 / -15.952 eV

=====

Record 7
ORCA calculation (the ωB97M-V functional and the def2-TZVPD basis) on C26H58FGeN7PtSi3 as an isolated structure.

XYZ file:
```
97
Properties=species:S:1:pos:R:3
Pt 0.92 0.86 -0.54
C 5.09 -4.02 0.56
N 3.78 -4.11 -0.06
C 3.18 -5.43 -0.04
C 3.08 -3.03 -0.55
N 2.02 -2.99 -1.23
N 3.72 -1.79 -0.22
C 3.62 -0.66 -0.98
N 4.81 -0.06 -1.26
N 2.50 -0.20 -1.46
H 5.48 -5.02 0.67
H 5.07 -3.57 1.56
H 5.80 -3.47 -0.08
H 3.79 -6.14 -0.61
H 2.19 -5.42 -0.47
H 3.09 -5.80 0.99
H 1.70 -3.91 -1.50
H 4.56 -1.86 0.32
H 5.69 -0.49 -1.04
H 4.82 0.92 -1.49
H 2.73 0.50 -2.16
C -1.62 -1.91 2.50
Si -0.81 -2.68 1.00
C 0.81 -3.40 1.63
C -1.85 -4.10 0.35
Ge -0.79 -1.03 -0.77
Si -0.81 -1.49 -3.13
C 0.50 -2.62 -3.83
C -2.48 -2.25 -3.55
C -0.62 0.18 -3.99
Si -2.96 -0.06 -0.41
C -3.44 1.16 -1.77
C -3.20 0.81 1.27
C -4.30 -1.39 -0.41
H -1.38 -2.52 3.38
H -2.71 -1.87 2.41
H -1.25 -0.90 2.70
H 0.60 -3.88 2.59
H 1.57 -2.64 1.78
H 1.21 -4.16 0.96
H -1.85 -4.91 1.08
H -1.45 -4.49 -0.59
H -2.89 -3.81 0.17
H 0.39 -3.65 -3.48
H 1.51 -2.28 -3.59
H 0.38 -2.64 -4.92
H -2.70 -3.11 -2.91
H -2.45 -2.60 -4.58
H -3.30 -1.54 -3.46
H 0.18 0.76 -3.53
H -1.54 0.77 -3.95
H -0.37 0.03 -5.04
H -2.66 1.90 -1.99
H -4.35 1.70 -1.47
H -3.67 0.63 -2.69
H -2.29 1.18 1.77
H -3.65 0.11 1.97
H -3.90 1.64 1.17
H -4.21 -2.10 -1.23
H -5.28 -0.91 -0.49
H -4.30 -1.95 0.53
F 0.01 -0.07 5.75
C 0.55 0.36 4.60
C 1.42 -0.47 3.91
C 1.96 -0.02 2.72
C 1.65 1.24 2.21
C 2.20 1.69 0.90
C 0.79 2.05 2.95
C 0.23 1.63 4.14
H 1.64 -1.45 4.31
H 2.63 -0.67 2.17
H 3.21 1.32 0.73
H 2.19 2.78 0.82
H 0.57 3.05 2.58
H -0.43 2.25 4.72
C -0.52 6.68 0.35
C -1.24 5.83 -0.69
N -1.38 4.42 -0.30
C -2.60 4.05 0.41
C -2.50 4.08 1.93
C -0.41 3.53 -0.54
C 0.73 3.95 -1.43
N -0.44 2.30 -0.08
H -0.43 7.71 -0.01
H 0.48 6.30 0.55
H -1.07 6.70 1.29
H -0.73 5.90 -1.65
H -2.25 6.22 -0.85
H -2.90 3.06 0.06
H -3.38 4.73 0.07
H -1.69 3.46 2.29
H -3.43 3.70 2.37
H -2.35 5.10 2.29
H 0.35 4.18 -2.43
H 1.45 3.15 -1.50
H 1.22 4.85 -1.04
H -1.22 2.08 0.51
```

Total charge ... +1
Spin multiplicity ... 2
Frontier orbital gap (spin up / spin down) ... 0.253 / 0.246 Eh
Relative energy (zero: lowest compared OMol25 entry of this formula, charge and spin) ... 1.3291 eV
HOMO (spin up / spin down) ... -9.077 / -10.246 eV

=====

Record 8
ORCA calculation (the ωB97M-V functional and the def2-TZVPD basis) on C19H30N6O6S2SiW as an isolated structure.

XYZ file:
```
65
Properties=species:S:1:pos:R:3
W -0.68 0.86 0.19
O -1.71 -0.60 1.01
N -2.20 -0.44 2.34
C -2.47 -1.61 3.04
C -3.50 -1.68 3.93
C -4.35 -0.59 4.12
C -4.10 0.59 3.39
C -3.06 0.65 2.51
S -2.67 2.03 1.54
H -1.79 -2.42 2.84
H -3.65 -2.60 4.49
H -5.20 -0.65 4.79
H -4.71 1.47 3.51
C -3.36 -1.39 -1.25
C -2.04 -1.36 -1.96
C -1.71 -2.11 -3.07
C -0.45 -1.93 -3.66
C 0.43 -0.99 -3.15
C 0.04 -0.24 -2.03
N -1.16 -0.49 -1.43
N 0.70 0.75 -1.39
Si 2.27 1.32 -1.85
C 2.27 1.83 -3.69
C 3.54 -0.07 -1.41
C 2.84 2.85 -0.85
H -4.12 -1.89 -1.85
H -3.66 -0.36 -1.05
H -3.25 -1.90 -0.29
H -2.41 -2.82 -3.48
H -0.18 -2.51 -4.53
H 1.38 -0.81 -3.61
H 2.56 1.03 -4.36
H 2.94 2.66 -3.88
H 1.26 2.14 -3.98
H 3.29 -1.03 -1.86
H 3.56 -0.21 -0.34
H 4.54 0.20 -1.73
H 3.17 3.64 -1.52
H 3.68 2.61 -0.20
H 2.05 3.25 -0.21
N -1.44 4.41 -0.38
N -1.04 3.98 -1.65
C -1.19 2.68 -2.02
O -0.86 2.31 -3.13
O -1.73 1.92 -1.10
H -1.90 5.31 -0.44
H -0.67 4.43 0.29
H -0.49 4.58 -2.25
O 0.72 -0.93 0.42
S 0.59 -1.53 1.80
C 2.14 -1.04 2.66
C 3.03 -2.26 2.79
C 2.78 -3.07 1.52
C 1.28 -3.22 1.45
H 1.86 -0.58 3.60
H 2.57 -0.27 2.01
H 2.74 -2.84 3.67
H 4.08 -1.98 2.90
H 3.30 -4.04 1.54
H 3.13 -2.51 0.66
H 0.89 -3.92 2.19
H 0.91 -3.49 0.46
O 0.07 0.89 2.08
N 0.92 1.49 1.20
O 0.23 2.52 0.65
```

Total charge ... 0
Spin multiplicity ... 1
Frontier orbital gap ... 0.244 Eh
HOMO ... -7.341 eV

=====

Record 9
ORCA calculation (the ωB97M-V functional and the def2-TZVPD basis) on C22H28MoN4O2PS2 as an isolated structure.

XYZ file:
```
60
Properties=species:S:1:pos:R:3
Mo 0.24 -0.30 0.36
C -0.52 -0.69 3.29
N -0.28 -1.56 2.09
C 0.82 -2.53 2.35
C 2.17 -1.92 2.06
C 3.32 -2.34 2.71
C 4.54 -1.80 2.33
C 4.57 -0.86 1.32
C 3.39 -0.47 0.72
N 2.21 -0.99 1.09
C -1.49 -2.29 1.63
C -1.24 -2.87 0.25
C -1.87 -4.02 -0.18
C -1.61 -4.49 -1.46
C -0.71 -3.81 -2.26
C -0.10 -2.67 -1.76
N -0.37 -2.21 -0.53
C -0.51 0.80 3.01
C -1.13 1.66 3.89
C -0.99 3.03 3.69
C -0.24 3.49 2.62
C 0.31 2.56 1.75
N 0.18 1.24 1.94
H 0.29 -0.88 3.99
H -1.45 -0.98 3.78
H 0.69 -3.38 1.68
H 0.77 -2.90 3.37
H 3.25 -3.08 3.49
H 5.45 -2.12 2.82
H 5.50 -0.41 0.99
H 3.36 0.28 -0.05
H -2.32 -1.57 1.59
H -1.76 -3.08 2.33
H -2.56 -4.54 0.47
H -2.10 -5.38 -1.82
H -0.47 -4.15 -3.26
H 0.60 -2.09 -2.35
H -1.71 1.27 4.72
H -1.46 3.73 4.37
H -0.11 4.54 2.44
H 0.85 2.86 0.87
C 0.44 4.40 -2.74
C -0.93 4.36 -2.13
O -1.13 3.20 -1.23
P -0.96 1.71 -1.66
S -2.00 0.57 -0.38
S 0.96 1.06 -1.59
O -1.53 1.69 -3.12
C -1.38 0.59 -4.06
C -1.97 1.04 -5.38
H 0.52 5.32 -3.33
H 0.62 3.56 -3.42
H 1.23 4.42 -1.99
H -1.72 4.32 -2.87
H -1.10 5.21 -1.47
H -1.92 -0.27 -3.65
H -0.32 0.36 -4.14
H -3.04 1.22 -5.30
H -1.80 0.26 -6.13
H -1.48 1.95 -5.73
```

Total charge ... +2
Spin multiplicity ... 4
Frontier orbital gap (spin up / spin down) ... 0.316 / 0.311 Eh
Relative energy (zero: lowest compared OMol25 entry of this formula, charge and spin) ... 0.1310 eV
HOMO (spin up / spin down) ... -13.997 / -14.688 eV